Record 1
{"formula": "C27H22N6O2PRuSSe2", "method": "the ωB97M-V functional and the def2-TZVPD basis", "spin_multiplicity": 2, "total_charge": 0, "s_squared": 0.7588, "energy_ha": -7158.5913, "relative_energy_kj_mol": 130.9, "max_force_ev_per_a": 0.71, "gap_ev": [6.78, 6.63], "mol_weight_g_mol": 784.54, "elements": ["C", "C", "H", "N", "H", "H", "C", "C", "C", "Ru", "N", "S", "H", "C", "H", "O", "C", "C", "C", "Se", "H", "Se", "H", "C", "C", "C", "O", "H", "C", "H", "N", "H", "C", "C", "N", "H", "H", "C", "N", "C", "C", "H", "C", "H", "H", "H", "N", "C", "C", "C", "H", "H", "C", "H", "C", "C", "C", "H", "H", "C", "P", "H"], "positions_angstrom": [[-0.5543, -4.5821, -0.8710], [-3.5361, -2.1911, -3.6251], [-6.7268, 1.7682, -0.7424], [-4.4808, 0.8371, 1.3210], [-3.5607, -2.1875, -4.7074], [-3.4310, -2.1843, 0.2334], [0.2841, 3.1875, 1.1447], [-3.0376, 1.0689, -0.8869], [-1.9093, 1.7757, -4.3804], [-0.3019, -0.0120, -0.1558], [-2.5996, 0.3160, 2.4906], [1.5795, 1.2858, -0.4594], [-1.4383, -2.6284, -3.5302], [-1.4408, -6.7763, -0.4404], [1.6245, 6.0747, -1.0553], [-0.7848, 2.4453, 3.1197], [-2.7411, 1.6334, -3.2892], [1.2447, 5.2724, -0.4348], [-0.1006, 1.0492, -3.0002], [0.8681, -1.7155, -1.6852], [-2.3000, 2.1103, -5.3323], [-0.7839, -2.1103, 1.3114], [2.1434, 3.7345, -1.6287], [-2.3447, -2.4462, -2.9649], [-4.9996, 1.1898, 0.1581], [-4.6611, -1.9459, -1.5150], [-0.1085, 0.8734, 1.7304], [0.1322, 1.5942, -5.0439], [1.0689, 2.9027, 0.0265], [-0.6178, 4.6953, 2.3313], [-4.3160, 1.3573, -0.9915], [-5.6232, -1.7342, -3.4194], [0.6551, -6.5294, -1.5958], [-0.0144, 4.5135, 1.4521], [-6.3286, 1.4019, 0.1017], [0.9399, 0.8320, -2.8444], [-6.8596, 1.3821, 0.9527], [-0.2314, 2.1287, 2.0766], [-2.3801, 0.6802, 0.2054], [-0.3373, -7.3412, -1.0708], [-2.3044, -2.4420, -1.5718], [1.5173, -6.9689, -2.0803], [-3.1590, 0.6118, 1.3344], [-0.2521, -8.4176, -1.1470], [-3.7982, 1.8478, -3.3282], [-5.5608, -1.7460, -0.9462], [-0.9029, 0.8985, -1.9338], [-3.4681, -2.1966, -0.8499], [-0.5654, 1.4873, -4.2253], [0.5485, -5.1477, -1.4945], [-2.2145, -7.4110, -0.0281], [1.3285, -4.5103, -1.8937], [-4.6950, -1.9390, -2.9011], [-3.1749, 0.4397, 3.3057], [0.4579, 5.5557, 0.6754], [1.5408, 3.9600, -0.7576], [-1.5506, -5.4008, -0.3403], [0.2202, 6.5796, 0.9328], [-1.5883, 0.4153, 2.5750], [-2.2016, 1.2024, -2.0895], [-0.7312, -2.7828, -0.7188], [-2.4095, -4.9606, 0.1541]], "forces_ev_per_a": [[0.0, 0.0, 0.0], [0.0, 0.0, 0.0], [0.0, 0.0, 0.0], [0.0, -0.1, -0.1], [0.0, 0.0, 0.0], [0.0, 0.0, 0.0], [0.0, 0.0, 0.0], [0.1, 0.0, -0.1], [-0.1, 0.0, -0.1], [0.1, 0.5, 0.1], [-0.2, -0.1, 0.1], [0.5, 0.0, 0.1], [0.0, 0.0, 0.0], [0.0, 0.0, 0.0], [0.0, 0.0, 0.0], [0.2, 0.1, 0.1], [0.0, 0.0, 0.0], [0.0, 0.0, 0.0], [-0.2, 0.1, 0.0], [-0.1, 0.2, 0.2], [0.0, 0.0, 0.0], [0.0, 0.0, 0.0], [0.0, 0.0, 0.0], [0.0, 0.0, 0.0], [-0.1, 0.0, 0.0], [0.0, 0.0, 0.0], [0.0, 0.4, 0.4], [0.0, 0.0, 0.0], [0.1, 0.0, -0.2], [0.0, 0.0, 0.0], [0.0, 0.0, 0.1], [0.0, 0.0, 0.0], [0.0, 0.0, 0.0], [0.0, 0.0, 0.0], [0.0, -0.1, 0.0], [0.1, 0.0, 0.0], [0.0, 0.0, 0.0], [-0.1, -0.1, -0.2], [-0.2, -0.3, 0.1], [0.0, 0.0, 0.0], [-0.1, 0.0, 0.0], [0.0, 0.0, 0.0], [0.0, 0.1, 0.0], [0.0, 0.0, 0.0], [0.0, 0.0, 0.0], [0.0, 0.0, 0.0], [0.0, 0.1, -0.4], [0.0, 0.0, 0.0], [0.1, 0.0, 0.1], [0.0, 0.0, 0.0], [0.0, 0.0, 0.0], [0.0, 0.0, 0.0], [0.0, 0.0, 0.0], [0.0, 0.0, 0.0], [0.0, 0.0, 0.0], [0.0, 0.0, 0.0], [0.0, 0.0, 0.0], [0.0, 0.0, 0.0], [0.1, -0.1, 0.0], [0.0, 0.0, 0.0], [-0.2, -0.7, -0.2], [0.0, 0.0, 0.0]]}

Record 2
{"formula": "C27H22NO6S", "method": "the ωB97M-V functional and the def2-TZVPD basis", "spin_multiplicity": 1, "total_charge": -1, "energy_ha": -1946.4855, "relative_energy_kj_mol": 19.2, "max_force_ev_per_a": 2.76, "gap_ev": 4.72, "mol_weight_g_mol": 488.54, "elements": ["C", "C", "N", "C", "C", "H", "S", "C", "H", "C", "H", "H", "H", "O", "H", "C", "C", "O", "H", "C", "C", "H", "C", "H", "C", "H", "H", "H", "C", "C", "C", "C", "H", "O", "C", "H", "C", "C", "H", "O", "C", "H", "C", "C", "H", "H", "H", "C", "H", "H", "C", "O", "H", "C", "C", "C", "O"], "positions_angstrom": [[2.6743, -0.3845, -0.8461], [-1.3882, 0.5531, -3.0797], [1.9597, 1.9208, 1.7689], [0.3292, 0.0743, -4.7078], [-2.5227, -0.1529, -0.3544], [-1.7490, -2.0383, -0.8608], [2.5239, -1.7429, 1.5785], [2.8137, 0.8287, -1.5655], [0.9348, 0.3924, -5.5544], [-3.7094, -0.7638, 0.3087], [2.4183, 1.7415, -1.1159], [-4.8848, 1.0955, -1.1786], [4.4843, -1.0345, 3.5471], [-3.0745, 1.9099, 0.7889], [3.5780, 1.8072, -3.3115], [2.2150, -0.3304, 0.5177], [3.8145, -0.3407, -3.4274], [-4.1439, -1.8540, 0.0071], [0.0458, -0.0960, 5.5491], [3.4230, -0.3975, 5.3124], [-5.0077, 2.1202, 2.1536], [-5.2270, 2.7257, -0.5054], [2.3535, -1.0406, 3.2420], [-4.3963, 1.9064, 3.0365], [-0.6679, 0.9175, -4.2087], [-6.0361, 1.7742, 2.3124], [0.2158, -0.8568, 3.1735], [3.9220, -2.4930, -3.2348], [-5.2455, 1.6466, -0.3001], [2.1743, -0.1595, 5.8884], [-1.0856, -0.6390, -2.3737], [3.5120, -0.8480, 3.9956], [-0.1886, -2.5876, -2.6403], [-1.4393, 1.9628, -0.7199], [1.1058, -0.7487, 3.7912], [-0.9090, 1.8639, -4.6875], [3.0294, -1.5924, -1.5017], [-0.2429, -1.5674, -3.0326], [2.1021, 0.1694, 6.9272], [1.4907, -2.7276, 1.3551], [3.6273, -1.5575, -2.7594], [4.3405, -0.2349, 5.8730], [1.0197, -0.3151, 5.1183], [2.0743, 0.9124, 1.1639], [-5.0070, 3.1979, 1.9547], [1.1723, -1.9150, -4.6237], [4.2493, -0.3321, -4.4263], [-2.2815, 1.3000, -0.1565], [-6.2822, 1.3523, -0.0851], [2.7615, -2.5472, -1.0454], [-1.7510, -0.9772, -1.1354], [3.9178, -2.1108, 1.5530], [-2.2097, 1.1695, -2.7257], [-4.4073, 1.3973, 0.9463], [0.4801, -1.2057, -4.1629], [3.4294, 0.8503, -2.8127], [-4.3348, 0.0014, 1.2769]], "forces_ev_per_a": [[0.0, 0.0, -0.2], [0.2, -0.3, 0.3], [0.2, -1.7, -1.3], [-0.3, -0.2, 0.2], [-0.3, 0.0, 0.2], [-0.3, 0.3, -0.2], [-0.5, 2.7, 0.0], [0.2, -0.2, -0.2], [-0.1, -0.1, 0.2], [0.3, -0.7, 0.1], [0.3, -0.2, -0.1], [-0.1, 0.1, 0.2], [-0.3, 0.0, 0.0], [-0.4, -0.3, -0.3], [-0.1, -0.2, 0.0], [0.1, -0.5, 0.7], [0.4, -0.3, -0.1], [0.3, 0.8, 0.6], [0.1, 0.0, -0.1], [-0.2, -0.1, -0.2], [0.3, -0.3, -0.2], [0.0, -0.3, -0.1], [-0.2, -0.1, 0.2], [-0.2, 0.1, -0.2], [-0.2, -0.2, 0.2], [0.3, 0.1, 0.0], [0.1, 0.0, 0.2], [-0.1, 0.2, 0.0], [-0.2, 0.1, 0.0], [0.0, 0.0, -0.2], [0.4, 0.2, -1.0], [-0.1, 0.1, 0.0], [0.3, 0.4, 0.0], [-0.8, -0.6, 0.9], [0.2, 0.0, 0.1], [0.2, -0.2, 0.0], [-0.1, 0.3, -0.2], [-0.1, 0.1, 0.5], [0.0, -0.1, -0.3], [0.2, -0.5, 0.2], [-0.4, 0.3, 0.1], [-0.2, 0.0, 0.0], [0.1, -0.1, -0.2], [-0.2, 1.3, 1.3], [0.0, -0.2, 0.1], [-0.2, 0.3, 0.2], [0.0, 0.0, 0.2], [0.6, 0.7, -0.9], [0.3, 0.0, -0.2], [0.4, 0.2, 0.0], [-0.7, 0.0, -0.2], [0.3, -0.9, -0.5], [0.4, 0.0, -0.1], [0.4, 0.1, 0.6], [0.0, 0.1, -0.2], [-0.5, -0.2, 0.2], [-0.1, 0.0, -0.8]]}

Record 3
{"formula": "C27H23AlBrN6OS", "method": "the ωB97M-V functional and the def2-TZVPD basis", "spin_multiplicity": 1, "total_charge": 1, "energy_ha": -4660.8739, "max_force_ev_per_a": 4.02, "gap_ev": [5.37, 4.08], "mol_weight_g_mol": 586.48, "elements": ["C", "N", "Br", "H", "C", "C", "H", "C", "N", "H", "C", "C", "C", "H", "H", "C", "H", "H", "H", "N", "Al", "S", "N", "H", "C", "C", "N", "H", "H", "H", "C", "O", "H", "H", "C", "C", "H", "C", "N", "C", "C", "C", "H", "H", "C", "C", "C", "H", "C", "H", "C", "C", "C", "H", "H", "H", "C", "H", "C", "C"], "positions_angstrom": [[13.4039, 9.2669, 6.9143], [9.3053, 10.3310, 12.1495], [4.9637, 7.8795, 14.7878], [14.1207, 9.6746, 6.1278], [6.5150, 7.1281, 14.0718], [12.2663, 7.3953, 7.8406], [8.4186, 7.2506, 5.2656], [12.3270, 10.7499, 14.1783], [8.5164, 7.3598, 12.7944], [9.4401, 5.6140, 12.0444], [13.1522, 7.9017, 6.9501], [7.8096, 7.9623, 9.4845], [6.5456, 8.1234, 8.9282], [11.6626, 12.7776, 14.4019], [12.9443, 11.1370, 7.7071], [7.7471, 10.1323, 10.4328], [13.6915, 7.2908, 6.2118], [9.2695, 6.8634, 3.7294], [10.1769, 7.5595, 5.0139], [11.0324, 8.9122, 13.0793], [9.6793, 8.5680, 11.6297], [11.0549, 7.3760, 10.2137], [10.2922, 11.1080, 12.8283], [6.2483, 11.4755, 9.7285], [11.2363, 10.2730, 13.3076], [9.3467, 6.8280, 4.8099], [8.3185, 8.9126, 10.2456], [11.8136, 7.0191, 13.2193], [7.8210, 4.0879, 13.1220], [5.0003, 9.5795, 8.5545], [12.4514, 12.0131, 14.7461], [9.5745, 4.4957, 5.7898], [8.3193, 12.0624, 11.5482], [11.9566, 6.3230, 7.8903], [13.4621, 12.3639, 15.6603], [7.4395, 7.9626, 13.4493], [14.8548, 9.2897, 15.8920], [9.6377, 5.5104, 5.2249], [12.8730, 8.3553, 14.3832], [6.6887, 5.6976, 14.0202], [8.3805, 10.9500, 11.4426], [6.6244, 10.4695, 9.5701], [11.6470, 10.4038, 9.6098], [13.5667, 13.4014, 15.9638], [13.1232, 9.7125, 14.7623], [11.9591, 9.6572, 8.8551], [7.7577, 5.1664, 13.3616], [7.2338, 8.9900, 13.5173], [8.6413, 5.9781, 12.6886], [13.2930, 7.6764, 14.9803], [14.3378, 11.3656, 16.1473], [14.1871, 10.0498, 15.6125], [12.8479, 10.0890, 7.8627], [6.0333, 7.3302, 8.4508], [15.0658, 11.5972, 16.9586], [5.9716, 5.1483, 14.5394], [5.9925, 9.4175, 8.9587], [8.5819, 7.2607, 9.1748], [11.8607, 8.0434, 13.5711], [11.7106, 8.2682, 8.8402]], "forces_ev_per_a": [[1.4, 0.3, -0.9], [2.0, 0.2, 0.8], [0.0, 0.0, 0.2], [-1.1, -0.5, 1.2], [0.8, -1.5, -0.8], [-1.5, -0.2, 1.8], [0.1, 0.2, -0.2], [0.0, -2.0, 1.5], [-0.6, -0.1, -0.4], [-0.1, 0.1, 0.2], [0.9, 0.0, -1.6], [-0.7, 0.3, -1.5], [1.0, 0.6, 0.4], [1.6, -1.1, 0.6], [0.5, 0.8, 0.3], [-0.8, 1.0, -0.8], [-0.5, 0.0, 0.4], [-0.2, -0.2, -0.2], [-0.5, -1.0, 0.2], [0.9, -0.5, -0.2], [0.3, -0.2, -0.5], [-0.6, -0.6, 1.1], [1.0, -2.6, 0.3], [-0.3, -0.2, -0.6], [-2.7, 2.8, -0.3], [-1.1, 2.3, 0.8], [0.9, 0.8, 1.7], [-0.2, -0.1, 0.3], [0.0, 0.6, 0.7], [0.1, 0.0, -0.3], [-1.0, 1.8, -1.0], [-1.4, -0.9, 1.6], [-0.4, -1.2, -0.3], [0.6, 1.0, -0.1], [0.0, -1.0, -0.1], [0.8, -3.9, -0.1], [0.8, -1.0, 0.6], [3.2, -0.2, -2.0], [-0.1, 1.5, 0.2], [0.2, 3.3, 0.3], [-1.0, 1.4, -1.3], [1.2, -0.3, 2.3], [-0.2, -0.9, -0.4], [-0.2, -0.3, 0.2], [0.4, 1.3, -0.7], [0.8, -1.1, -0.5], [0.1, -1.6, -1.4], [0.7, 1.4, -0.5], [-0.5, 3.0, 0.6], [0.3, -0.7, -0.1], [-0.7, -0.4, -0.9], [-1.2, 1.4, 0.4], [-1.1, 0.6, -0.5], [-0.2, -0.6, -0.6], [-0.5, -0.3, -1.1], [-1.0, -1.2, 0.5], [-0.5, 0.3, 0.3], [-0.7, -0.8, 0.4], [0.7, 0.1, 0.0], [0.5, 0.3, 0.1]]}

Record 4
{"formula": "C27H23Br2CrFIN2O3", "method": "the ωB97M-V functional and the def2-TZVPD basis", "spin_multiplicity": 2, "total_charge": 0, "s_squared": 0.7705, "energy_ha": -7968.0446, "relative_energy_kj_mol": 15.5, "max_force_ev_per_a": 0.89, "gap_ev": [6.50, 6.77], "mol_weight_g_mol": 781.20, "elements": ["F", "C", "H", "C", "C", "C", "H", "H", "C", "H", "C", "H", "H", "C", "C", "N", "C", "C", "H", "H", "C", "C", "C", "H", "H", "C", "H", "Br", "C", "H", "O", "C", "H", "H", "C", "H", "C", "C", "H", "O", "C", "I", "C", "H", "C", "H", "H", "H", "H", "C", "N", "O", "Br", "C", "H", "Cr", "C", "H", "C", "C"], "positions_angstrom": [[-6.8465, -2.5032, -2.4765], [-1.1639, -2.4084, -4.4824], [-1.3421, -2.4381, -5.5490], [-7.5433, -0.5004, -1.4653], [-5.8998, 1.0310, -0.6143], [-6.5186, -1.3515, -1.8682], [-1.5368, -0.8730, 1.8574], [-0.8828, -4.5634, -0.2059], [-7.2451, 0.6882, -0.8397], [-2.9989, -3.4153, -3.9826], [3.1085, -1.3207, -0.1795], [3.2388, -1.5504, -1.2287], [-7.5740, 3.2185, -1.6163], [-1.6462, -1.9470, 1.8046], [-3.2866, 1.5047, 0.2313], [-0.6027, -1.9298, -0.3783], [-6.5328, 3.3107, 0.2493], [-0.0002, -1.8679, -3.9880], [-8.5543, 3.7881, -0.2633], [-2.6102, -3.3539, -1.5567], [-5.9083, 4.6415, -0.1686], [-4.8823, 0.1450, -1.0040], [-2.3325, -4.0258, 2.8126], [-9.2346, 1.4802, -0.9119], [-2.7819, -4.5645, 3.6366], [-1.2788, -4.0250, 0.6469], [-2.5825, -2.0996, 3.7189], [1.9123, 0.2293, -0.0444], [-3.4959, 0.4420, -0.6888], [-4.4123, -1.7201, -1.9642], [-1.9928, 2.5572, 1.8816], [-4.3262, 2.3339, 0.5415], [-8.5112, 1.4565, 0.6962], [-6.6752, 5.4159, -0.1565], [-2.0970, -2.9563, -3.5950], [4.0417, -1.0231, 0.2779], [-0.7451, -2.2860, -1.7023], [-1.8936, -2.9161, -2.2387], [-1.9026, -5.7906, 1.6751], [-2.5865, -0.2551, -1.2133], [-8.3064, 1.6381, -0.3636], [-0.3822, 1.8763, -2.6499], [-1.9895, 1.7479, 0.9716], [0.7610, -1.5018, -4.6641], [0.2164, -1.7941, -2.6082], [-5.1061, 4.9511, 0.4989], [1.1978, -1.5108, -2.2571], [-6.7760, 3.3445, 1.3157], [-5.5071, 4.5681, -1.1804], [-1.8468, -4.7093, 1.7076], [-5.5673, 2.2047, 0.0458], [-0.9637, 1.0524, 0.6102], [2.4725, -2.8928, 0.7207], [-5.2032, -1.0513, -1.6560], [-4.1335, 3.1509, 1.2245], [-0.6797, -0.0730, -0.9338], [-1.1904, -2.6265, 0.6681], [-8.5720, -0.7888, -1.6410], [-7.7988, 3.0606, -0.5577], [-2.2191, -2.6428, 2.8553]], "forces_ev_per_a": [[-0.1, 0.0, 0.0], [0.2, 0.1, -0.1], [0.0, 0.0, 0.0], [0.0, 0.1, 0.0], [0.1, -0.3, -0.2], [0.3, 0.1, 0.0], [0.0, 0.0, 0.0], [0.0, 0.0, 0.0], [-0.2, 0.0, 0.0], [0.0, 0.0, 0.0], [-0.3, 0.2, 0.0], [0.0, 0.0, 0.0], [0.0, 0.0, 0.0], [0.0, 0.0, -0.1], [0.2, -0.3, 0.1], [0.6, 0.7, -0.2], [-0.1, 0.3, -0.1], [-0.2, 0.0, -0.2], [0.1, 0.1, 0.0], [-0.1, 0.1, 0.0], [0.0, -0.1, 0.1], [-0.1, 0.1, 0.0], [0.0, 0.0, 0.1], [0.0, 0.0, 0.0], [0.0, 0.0, 0.0], [0.1, 0.1, -0.1], [0.0, 0.0, 0.0], [0.4, -0.2, 0.1], [0.1, 0.5, 0.2], [0.0, 0.0, 0.0], [0.1, -0.1, -0.1], [-0.2, 0.0, -0.2], [0.0, 0.0, 0.0], [0.0, 0.0, 0.0], [-0.1, -0.1, 0.2], [0.0, 0.1, 0.0], [-0.1, -0.3, -0.5], [0.0, 0.0, 0.0], [0.0, 0.0, 0.0], [-0.4, -0.2, -0.2], [0.1, 0.1, -0.1], [0.2, -0.1, -0.1], [-0.3, 0.2, -0.1], [0.0, 0.1, 0.0], [-0.1, -0.3, 0.2], [0.0, 0.0, 0.0], [-0.1, 0.2, 0.1], [0.0, -0.1, 0.0], [0.0, 0.0, 0.0], [0.0, 0.0, 0.0], [0.2, -0.1, 0.3], [0.5, -0.4, -0.2], [0.0, 0.1, 0.0], [-0.1, -0.1, -0.1], [0.0, 0.0, -0.1], [-0.4, 0.1, 0.7], [-0.1, -0.1, 0.3], [0.0, 0.0, 0.0], [0.0, -0.2, 0.1], [0.0, -0.1, 0.0]]}